No. 1
C27H43N3O6OsSi2 as an isolated structure. Source: the Open Molecules 2025 dataset; level of theory: wB97M-V/def2-TZVPD.

## Properties
Frontier orbital gap (alpha / beta) ... 7.9 / 4.5 eV
Expectation value of S² ... 6.043
Highest occupied orbital energy (alpha / beta) ... -0.4854 / -0.4969 hartree
ΔE to the lowest compared entry with this formula, charge and spin ... 0.000 eV

Geometry as ORCA input:
```
! RIJCOSX wB97M-V def2-TZVPD def2/J DEFGRID3
* xyz 2 5
Os -0.138 0.353 0.177
Si 0.198 -1.242 -2.705
Si 0.422 2.158 -2.763
O 1.317 -2.156 1.485
O -0.427 2.633 1.131
O -0.803 -1.644 1.115
O -0.010 0.643 2.782
O 1.850 0.428 0.822
O 2.061 -4.585 1.243
N 3.494 -0.118 2.257
N -1.446 3.984 2.615
N -1.975 0.356 -0.512
C -0.742 1.723 3.322
C -4.299 0.421 -0.870
C -1.550 5.067 1.653
C -0.239 -3.925 1.166
C -3.214 0.266 -0.033
C -1.744 0.560 -1.832
C -4.088 0.656 -2.230
C -2.802 0.720 -2.727
C -0.869 2.842 2.273
C 0.435 -6.242 0.836
C 0.108 -1.181 -4.602
C -2.050 4.260 3.902
C 2.260 2.164 -2.284
C 2.251 0.243 1.997
C 1.941 -1.580 -2.017
C -1.889 -5.631 0.739
C 4.385 -0.496 1.179
C 3.980 -0.303 3.607
C -0.595 3.545 -1.925
C -1.560 -4.306 0.987
C 0.185 2.324 -4.643
C -1.119 -2.471 -2.066
C 1.333 0.489 3.194
C 0.127 -2.482 1.292
C 0.789 -4.902 1.098
C -0.301 0.528 -1.986
C -0.883 -6.594 0.659
H -0.752 -3.492 -2.110
H 1.229 -6.965 0.765
H -0.283 3.668 -0.894
H 2.680 -0.939 -2.486
H -0.779 4.970 0.894
H -1.402 4.901 4.505
H -0.283 2.098 4.243
H -1.737 1.323 3.553
H 0.772 1.610 -5.209
H 1.383 -0.384 3.861
H 3.563 -1.204 4.063
H 4.038 -0.058 0.247
H 3.733 0.555 4.232
H -2.026 -2.432 -2.660
H -0.775 -0.663 -4.967
H -3.326 0.046 1.020
H -2.923 -5.903 0.598
H 0.979 -0.707 -5.041
H -1.425 6.018 2.164
H -0.451 4.490 -2.440
H 2.413 1.771 -1.282
H 2.850 1.574 -2.977
H 5.390 -0.137 1.391
H 2.109 -3.596 1.391
H -2.260 3.349 4.453
H 1.688 1.374 3.736
H -2.994 4.784 3.742
H -1.660 3.326 -1.929
H 2.652 3.175 -2.310
H 2.235 -2.607 -2.209
H -5.300 0.351 -0.475
H 0.519 3.316 -4.935
H 4.408 -1.582 1.074
H -1.139 -7.622 0.450
H -2.330 -3.551 1.040
H -2.524 5.048 1.163
H -2.601 0.870 -3.776
H 0.068 -2.195 -4.989
H 5.061 -0.403 3.587
H -0.851 2.233 -4.954
H 1.987 -1.417 -0.941
H -4.934 0.775 -2.888
H -1.394 -2.270 -1.035
*
```

The molecule's Mulliken atomic charges, reported in e, are given here: number 1, Os, carries 1.020; number 2, Si, carries 0.367; number 3, Si, carries 0.257; number 4, O, carries -0.625; number 5, O, carries -0.729; number 6, O, carries -0.909; number 7, O, carries -0.416; number 8, O, carries -0.600; number 9, O, carries -0.532; number 10, N, carries 0.164; number 11, N, carries 0.091; number 12, N, carries 0.712; number 13, C, carries -1.348; number 14, C, carries -1.008; number 15, C, carries -1.025; number 16, C, carries -0.113; number 17, C, carries -0.421; number 18, C, carries -1.594; number 19, C, carries -0.573; number 20, C, carries -0.757; number 21, C, carries 1.009; number 22, C, carries -0.560; number 23, C, carries -1.240; number 24, C, carries -1.124; number 25, C, carries -0.833; number 26, C, carries 0.500; number 27, C, carries -0.731; number 28, C, carries -0.680; number 29, C, carries -0.966; number 30, C, carries -0.969; number 31, C, carries -0.826; number 32, C, carries -0.163; number 33, C, carries -1.138; number 34, C, carries -0.486; number 35, C, carries -0.863; number 36, C, carries 1.204; number 37, C, carries 0.520; number 38, C, carries 1.879; number 39, C, carries -0.516; number 40, H, carries 0.486; number 41, H, carries 0.522; number 42, H, carries -0.156; number 43, H, carries 0.333; number 44, H, carries 0.319; number 45, H, carries 0.322; number 46, H, carries 0.644; number 47, H, carries 0.457; number 48, H, carries 0.344; number 49, H, carries 0.386; number 50, H, carries 0.333; number 51, H, carries 0.197; number 52, H, carries 0.355; number 53, H, carries 0.461; number 54, H, carries 0.344; number 55, H, carries 0.666; number 56, H, carries 0.479; number 57, H, carries 0.325; number 58, H, carries 0.411; number 59, H, carries 0.628; number 60, H, carries -0.121; number 61, H, carries 0.315; number 62, H, carries 0.473; number 63, H, carries 0.294; number 64, H, carries 0.444; number 65, H, carries 0.714; number 66, H, carries 0.404; number 67, H, carries 0.368; number 68, H, carries 0.512; number 69, H, carries 0.554; number 70, H, carries 0.527; number 71, H, carries 0.421; number 72, H, carries 0.273; number 73, H, carries 0.457; number 74, H, carries 0.491; number 75, H, carries 0.318; number 76, H, carries 0.478; number 77, H, carries 0.404; number 78, H, carries 0.339; number 79, H, carries 0.330; number 80, H, carries -0.052; number 81, H, carries 0.529; number 82, H, carries -0.306

***

No. 2
A 2-piece molecular cluster, C3H2F2 overall. Source: the Open Molecules 2025 dataset; level of theory: wB97M-V/def2-TZVPD.

## Properties
Frontier orbital gap (alpha / beta) ... 9.8 / 6.7 eV
Highest occupied orbital energy (alpha / beta) ... -0.4368 / -0.3535 hartree
ΔE to the lowest compared entry with this formula, charge and spin ... 4.367 eV

Geometry as ORCA input:
```
! RIJCOSX wB97M-V def2-TZVPD def2/J DEFGRID3
* xyz 0 1
F 2.515 2.060 -0.611
F -2.524 0.276 -0.563
C -0.306 0.257 -0.081
C 0.677 0.848 0.430
C -1.372 -0.346 -0.663
H -1.497 -1.410 -0.668
H 1.024 1.206 1.371
*
```

The molecule's natural (NBO) atomic charges, reported in e, are given here: number 1, F, carries -0.348; number 2, F, carries -0.281; number 3, C, carries -0.185; number 4, C, carries 0.064; number 5, C, carries 0.316; number 6, H, carries 0.192; number 7, H, carries 0.242

***

No. 3
C4H15BN2O7PS2 as an isolated structure. Source: the Open Molecules 2025 dataset; level of theory: wB97M-V/def2-TZVPD.

## Properties
Frontier orbital gap ... 8.1 eV
Highest occupied orbital energy ... -0.1982 hartree

Geometry as ORCA input:
```
! RIJCOSX wB97M-V def2-TZVPD def2/J DEFGRID3
* xyz -1 1
S -2.664 -1.489 -0.790
S -0.822 -1.063 -2.881
P 0.797 -0.290 -1.698
O 2.363 0.113 1.905
O -1.981 -0.284 -0.150
O -5.187 0.416 -3.359
O -2.827 -2.569 0.307
O -0.156 -1.799 -4.070
O -3.774 1.638 -1.584
O -1.577 0.136 -3.456
N -1.796 -2.221 -2.078
N 1.267 -1.292 -0.502
C 2.933 0.886 4.111
C 3.080 1.118 2.615
C 4.541 1.093 2.192
C -4.379 -0.974 -1.263
B -4.445 0.451 -2.084
H 3.331 -0.094 4.394
H -2.931 1.677 -2.119
H 2.636 2.081 2.348
H 2.746 -0.746 2.133
H 1.924 0.010 -2.552
H -4.643 -0.221 -3.900
H 1.070 -0.722 0.357
H 5.115 1.868 2.708
H -4.964 -1.816 -1.790
H 0.321 0.959 -1.134
H -4.941 -0.785 -0.266
H 4.993 0.120 2.409
H 3.460 1.654 4.684
H 4.630 1.251 1.113
H 1.878 0.896 4.399
*
```

The molecule's natural (NBO) atomic charges, reported in e, are given here: number 1, S, carries 2.110; number 2, S, carries 1.808; number 3, P, carries 1.007; number 4, O, carries -0.714; number 5, O, carries -0.968; number 6, O, carries -0.951; number 7, O, carries -0.949; number 8, O, carries -0.943; number 9, O, carries -0.953; number 10, O, carries -1.000; number 11, N, carries -1.032; number 12, N, carries -1.263; number 13, C, carries -0.629; number 14, C, carries 0.096; number 15, C, carries -0.628; number 16, C, carries -1.036; number 17, B, carries 1.230; number 18, H, carries 0.196; number 19, H, carries 0.527; number 20, H, carries 0.174; number 21, H, carries 0.467; number 22, H, carries -0.014; number 23, H, carries 0.502; number 24, H, carries 0.386; number 25, H, carries 0.200; number 26, H, carries 0.259; number 27, H, carries -0.001; number 28, H, carries 0.280; number 29, H, carries 0.197; number 30, H, carries 0.200; number 31, H, carries 0.220; number 32, H, carries 0.222

***

No. 4
A 11-piece molecular cluster, C5H31N2O11 overall. Source: the Open Molecules 2025 dataset; level of theory: wB97M-V/def2-TZVPD.

## Properties
Frontier orbital gap (alpha / beta) ... 1.8 / 9.5 eV
Expectation value of S² ... 0.752
Highest occupied orbital energy (alpha / beta) ... -0.0638 / -0.3463 hartree
ΔE to the lowest compared entry with this formula, charge and spin ... 1.306 eV

Geometry as ORCA input:
```
! RIJCOSX wB97M-V def2-TZVPD def2/J DEFGRID3
* xyz 0 2
O 2.804 2.830 1.443
O 0.251 1.817 1.523
O 3.936 -0.658 0.592
O -3.242 0.465 -1.322
O -2.463 -2.378 0.963
O -1.438 2.615 -0.521
O 0.509 3.367 -2.326
O 2.910 -3.072 1.192
O 0.358 -3.717 1.245
O -2.750 -2.511 -1.751
O -3.701 0.819 1.908
N 1.635 1.040 -0.666
N -1.141 0.052 1.503
C 1.915 0.454 -2.009
C 0.050 -0.670 -1.046
C 1.009 -0.807 -2.219
C 0.828 -0.039 0.096
C -0.058 0.733 1.066
H -3.303 -2.638 1.337
H 4.908 -0.686 0.533
H 1.619 -0.725 0.501
H 0.636 -3.554 2.160
H -2.024 2.756 0.230
H 3.184 2.676 2.327
H 2.103 -2.739 1.581
H -2.812 -1.634 -2.151
H -4.043 0.889 -1.630
H 2.965 0.633 -2.316
H -1.834 -0.438 0.942
H 3.855 -1.595 0.867
H -2.358 -2.478 0.009
H -1.811 0.573 2.035
H -0.555 -3.419 1.503
H -3.118 0.652 -0.391
H 2.702 -3.424 0.320
H 1.208 3.864 -2.764
H -4.545 0.840 1.457
H -1.138 3.492 -0.765
H -0.363 -1.600 -0.644
H -3.757 0.790 2.864
H 0.674 -0.873 -3.238
H 1.385 1.182 -2.662
H -0.791 -0.187 -1.546
H 1.040 1.895 -0.707
H -2.546 -3.127 -2.464
H 2.554 1.226 -0.188
H 1.903 2.524 1.659
H 0.068 4.082 -1.846
H 1.599 -1.718 -2.019
*
```

The molecule's natural (NBO) atomic charges, reported in e, are given here: number 1, O, carries -1.006; number 2, O, carries -0.726; number 3, O, carries -1.040; number 4, O, carries -0.991; number 5, O, carries -1.016; number 6, O, carries -0.934; number 7, O, carries -0.965; number 8, O, carries -0.999; number 9, O, carries -0.978; number 10, O, carries -0.969; number 11, O, carries -1.060; number 12, N, carries -0.568; number 13, N, carries -0.854; number 14, C, carries -0.284; number 15, C, carries -0.459; number 16, C, carries -0.416; number 17, C, carries -0.138; number 18, C, carries 0.592; number 19, H, carries 0.487; number 20, H, carries 0.455; number 21, H, carries 0.213; number 22, H, carries 0.434; number 23, H, carries 0.478; number 24, H, carries 0.463; number 25, H, carries 0.465; number 26, H, carries 0.504; number 27, H, carries 0.468; number 28, H, carries 0.234; number 29, H, carries 0.407; number 30, H, carries 0.494; number 31, H, carries 0.514; number 32, H, carries 0.393; number 33, H, carries 0.490; number 34, H, carries 0.475; number 35, H, carries 0.478; number 36, H, carries 0.468; number 37, H, carries 0.458; number 38, H, carries 0.450; number 39, H, carries 0.236; number 40, H, carries 0.487; number 41, H, carries 0.222; number 42, H, carries 0.214; number 43, H, carries 0.242; number 44, H, carries 0.473; number 45, H, carries 0.483; number 46, H, carries 0.476; number 47, H, carries 0.496; number 48, H, carries 0.450; number 49, H, carries 0.202

***

Number 1: largest force on an atom 1.70 eV Å⁻¹. Number 2: largest force on an atom 2.32 eV Å⁻¹. Number 3: largest force on an atom 6.60 eV Å⁻¹. Number 4: largest force on an atom 3.98 eV Å⁻¹.